1.
Entry from the Open Molecules 2025 dataset: 14 unconnected molecules or ions with the total composition C42H112O42S14 at a distorted geometry (wB97M-V/def2-TZVPD).

Geometry as XYZ:
```
210
Properties=species:S:1:pos:R:3:forces:R:3:mulliken_charge:R:1
S 1.95048 -2.42338 3.99433 0.92 -0.13 -2.53 1.03
S 2.15962 -6.32231 0.46251 -0.76 -0.99 0.57 0.98
S -1.10537 0.17066 -0.23126 2.10 -1.29 -1.80 -0.15
S -0.42304 -2.26890 -4.65706 -1.02 0.19 -1.59 0.91
S 3.28316 7.70388 -3.91870 2.62 -1.99 0.95 1.11
S -1.05180 5.65189 0.49696 1.58 -1.98 0.50 1.17
S -4.44294 -0.25004 5.30258 -0.24 -0.31 -0.33 1.08
S 6.36135 0.83880 -3.47671 0.13 -3.05 -0.24 1.02
S 3.38096 -2.80471 -2.40523 1.58 2.13 -3.37 1.39
S 4.74609 0.04803 1.70036 0.82 1.31 0.49 0.72
S -6.91137 -1.11221 -3.03916 3.64 -2.09 -2.17 1.60
S -1.81918 -3.93102 3.17991 1.05 -2.96 1.96 1.05
S -1.98001 3.76714 4.96346 -0.43 -1.31 2.18 0.96
S -5.81858 3.27055 -0.83265 1.84 -1.27 2.60 1.12
O 2.82942 -7.38561 -0.22337 0.18 0.15 0.33 -0.67
O 4.47539 -2.92640 -3.34550 0.06 0.73 0.17 -0.97
O -2.04206 -2.97069 2.16367 0.42 1.19 -0.51 -0.29
O -4.32740 2.50871 -0.65643 -1.32 1.92 -1.14 -0.36
O 2.43215 -1.74457 -2.54073 -0.10 0.26 0.06 -0.34
O 3.82064 6.59158 -2.86377 0.17 0.11 0.46 -0.24
O -0.23270 6.79886 0.69972 0.12 0.48 0.19 -0.67
O -1.84071 -1.86965 -5.37441 0.94 -0.24 0.96 -0.47
O 2.00932 8.00754 -3.39983 -1.30 0.39 -0.39 -0.55
O -6.76089 2.23329 -0.52086 -0.11 -0.02 -0.56 -0.64
O 1.01577 -5.90959 -0.53200 -0.50 0.81 0.58 -0.56
O 2.89663 -5.15383 0.87755 -0.20 -0.45 -0.20 -0.54
O 1.19432 -3.46474 4.91308 0.04 0.49 -1.27 0.18
O -2.43555 5.78840 0.25939 -1.68 0.48 -0.28 -0.62
O 3.46803 0.50085 1.20797 0.67 -0.59 0.60 -0.04
O -2.13762 -0.22844 -1.14980 0.40 0.18 0.29 0.37
O -3.05058 3.23243 4.17345 -0.04 0.04 -0.23 -0.44
O -0.62839 -2.02771 -3.25472 0.52 -0.77 -0.12 -0.44
O 5.17005 1.46936 -3.08280 -1.25 1.25 0.76 -0.27
O -0.06027 -3.51998 -5.28333 -0.17 0.84 1.18 -0.70
O 5.91203 1.00877 1.04462 -1.00 -2.00 0.82 -0.18
O -6.59237 -2.48552 -3.39454 0.37 1.48 0.29 -0.74
O 7.53614 1.54861 -3.84527 0.42 0.48 -0.06 -0.73
O -4.58405 -0.82453 3.76300 0.26 1.09 1.61 -0.62
O 5.15741 -1.30793 1.56308 0.19 -0.61 -0.80 -0.72
O -8.18154 -1.24492 -2.31013 -4.29 -1.11 2.55 -0.34
O -1.41999 0.89254 0.93947 -0.76 0.60 1.47 0.02
O 2.60493 -4.07217 -2.57532 -2.27 -1.08 1.01 -0.34
O 3.59791 7.14666 -5.19829 -0.76 0.63 -0.48 -0.61
O -1.70414 5.15339 4.98657 -0.04 1.00 -0.09 -0.64
O -5.03680 -1.29314 6.11051 0.54 0.80 -0.64 -0.68
O -0.62261 3.09418 4.58599 0.51 -0.29 -0.70 -0.50
O 2.58650 -1.46935 4.87492 -0.77 0.09 -0.57 -0.85
O -0.41450 4.77355 -0.69010 0.26 2.14 -0.66 0.10
O 6.70078 -0.14716 -2.22710 -0.20 0.89 -1.05 -0.12
O -3.06107 0.15782 5.53869 -1.36 -0.49 -0.31 -0.54
O -3.18969 -4.79592 3.28170 1.39 1.49 -0.41 -0.52
O -0.78071 -4.94753 3.03784 -1.01 1.30 -0.03 -0.96
O -0.05237 1.19936 -0.92677 -1.37 -0.91 0.85 -0.21
O -7.11998 -0.15544 -4.06906 0.67 0.93 -0.56 -0.73
O 1.00402 -2.10463 2.91961 0.91 0.28 2.23 -0.07
O -5.84489 4.02461 -2.03397 -0.16 0.13 -0.43 -0.58
C 1.04564 -4.99993 6.67552 0.71 -0.09 -0.55 -1.41
C 2.05071 -5.96139 -3.82382 -0.23 1.26 0.10 -1.10
C 4.03146 -2.81096 -0.87734 -0.05 -0.21 2.14 -0.19
C 0.66302 -0.98373 -5.26341 -0.77 -0.43 -0.64 -0.41
C 2.09710 1.25825 -1.79757 1.05 1.08 0.47 -1.03
C 4.38978 9.02814 -3.55267 0.30 -0.03 -0.31 -0.91
C -5.49152 1.28768 5.38876 1.51 -0.54 -0.72 -0.58
C 8.02707 -0.75344 -2.18238 -1.26 -0.25 -0.67 -0.28
C 0.15593 5.70663 -1.78220 -0.92 -1.82 0.02 -0.80
C 4.51237 4.37994 -3.74890 -0.28 0.86 0.91 -0.56
C 5.37306 2.13925 0.36933 -0.69 1.27 0.37 0.65
C -0.80953 4.43785 1.78217 0.15 0.88 -0.13 -0.44
C 5.06171 0.38032 3.42668 -1.02 1.45 -0.20 -0.96
C 5.87968 -0.30773 -4.78525 0.63 -0.18 0.50 -0.81
C -4.54098 -0.48897 1.39128 1.26 0.96 -1.42 -0.47
C -0.84816 -4.62153 -1.24003 -0.85 -1.06 -0.16 -1.69
C 3.12637 -5.30250 -2.99618 -0.06 -2.13 -0.58 -0.32
C -3.20884 3.15364 -1.41869 0.37 -1.28 -0.11 0.31
C 0.56152 4.71838 -2.84258 -0.51 -0.09 0.30 -0.17
C -1.60454 -3.28771 4.92345 -0.68 0.14 -1.62 -0.77
C -5.86223 4.36258 0.60444 2.03 -0.48 -0.13 -0.87
C -10.29341 -0.43824 -1.36295 -1.18 -0.40 0.30 -1.31
C 0.74331 1.41117 3.47032 0.27 -0.71 -0.34 -0.46
C -2.66197 -0.88392 -4.63451 0.06 -0.39 -1.15 0.89
C 0.27652 -4.62492 -0.29584 1.34 0.28 -0.11 2.55
C 0.66248 1.00246 -2.14032 0.36 0.30 -1.47 1.06
C 1.20902 -7.01930 1.87958 -0.24 0.57 -0.82 -0.15
C -4.30271 -3.89606 2.99310 0.15 0.13 0.24 0.99
C -3.87326 -0.08003 2.66931 -0.10 -1.65 0.59 0.81
C 6.47056 3.17052 0.26589 0.01 -0.37 -0.43 -1.45
C -5.46270 -4.55833 3.55997 -2.44 -0.70 -0.03 -1.83
C 2.00797 -4.18347 5.78097 1.49 -2.16 2.13 -0.20
C 3.25668 -3.33066 3.10958 -1.20 0.86 1.11 -0.28
C 4.98449 5.73428 -3.14822 -0.16 0.21 -0.92 -0.52
C -0.62118 1.72926 4.02253 0.50 -0.28 0.14 0.21
C 8.17945 -1.27768 -0.81712 0.57 -1.27 0.62 -1.11
C -8.99768 -0.11828 -2.03049 0.22 1.91 0.81 0.21
C -3.73725 -0.42875 -5.61720 0.30 0.84 -0.03 -1.42
C -3.09927 2.55052 -2.83367 -1.29 0.51 0.47 -0.95
C 0.01049 -1.24974 0.18436 -0.49 0.56 -1.21 1.42
C -2.20552 3.19748 6.70681 0.68 0.38 -0.79 -0.91
C -5.76476 -0.56930 -1.78607 0.38 0.01 -0.29 0.43
H 0.96402 -3.82800 -0.57846 0.23 -0.07 0.46 -0.66
H -1.40560 -5.51104 -0.97768 -0.39 -0.50 -0.45 0.65
H -1.54640 -3.83064 -1.02464 0.03 0.71 -0.18 0.19
H -4.79176 2.02990 4.92953 -0.80 -0.21 0.67 0.02
H 6.10662 0.20871 3.56192 0.64 -0.50 0.09 0.43
H -10.24570 -0.61326 -0.28933 0.50 -0.49 0.00 0.33
H 0.23838 4.20427 1.81243 0.50 -0.05 -0.04 0.27
H -1.36542 3.56332 1.51749 -0.45 -0.53 -0.16 -0.04
H -10.90123 0.47830 -1.38185 0.02 -0.27 -0.46 0.38
H 1.59020 -5.56377 7.43779 0.00 0.25 -0.04 0.44
H 5.38178 3.88419 -4.18802 -0.24 -0.24 0.30 0.28
H 1.30852 4.07792 -2.36157 -0.18 -0.28 -0.61 -0.17
H -0.33553 4.18164 -3.22297 0.70 0.03 0.48 -0.18
H -4.08611 0.92932 2.88229 0.46 1.47 0.04 0.77
H -5.20815 5.19708 0.34092 -0.27 0.15 0.18 0.32
H 3.33582 -5.97396 -2.16525 0.16 0.42 0.42 0.17
H -0.94676 -2.42335 5.00580 0.38 -0.55 -0.41 0.15
H 3.77221 -2.63018 2.48054 0.10 0.50 -0.11 -0.27
H -3.04301 -1.31226 -3.71780 -0.04 -0.29 0.10 0.17
H -5.29375 -4.99987 4.50819 0.62 -0.37 1.01 0.41
H 3.23402 -2.60399 -0.17279 -0.13 -0.37 0.29 -0.25
H 6.00662 4.09447 -0.06809 0.05 0.26 0.14 0.31
H -1.10535 4.83261 2.75022 -0.15 0.27 -0.28 0.24
H 1.16127 -6.14136 -3.23013 -0.05 -0.22 0.13 0.08
H -4.51018 -1.57057 1.25784 -0.34 0.12 -0.03 -0.45
H -0.48768 -2.05882 0.76542 0.15 0.94 -0.44 -0.49
H 6.87782 3.27029 1.27672 0.28 0.31 -0.34 0.41
H 4.41912 -0.21002 4.09970 0.21 0.18 -0.50 0.12
H 5.27720 0.19686 -5.52498 -0.17 0.42 0.02 0.42
H -10.84788 -1.27399 -1.83392 0.27 0.55 0.14 0.32
H -4.41708 -3.68630 1.92828 0.35 -0.26 0.05 0.14
H -1.30667 3.50175 7.26031 -0.12 -0.27 -0.34 0.36
H 7.99884 -1.61082 -2.89397 0.47 0.83 0.13 0.22
H -8.41821 0.49876 -1.33065 -0.10 0.18 -0.26 0.01
H 5.58771 6.28105 -3.89980 -0.16 -0.45 0.25 0.43
H 1.50446 1.53419 4.21735 0.46 0.24 0.40 0.65
H 0.87914 2.10479 2.67199 0.63 0.49 -0.71 -0.12
H -4.09190 2.77527 -3.25695 0.54 -0.17 -0.50 0.51
H 1.76426 -5.26604 -4.62292 0.10 -0.48 -0.12 0.21
H -2.54222 -2.88747 5.22520 -1.17 0.03 0.25 0.45
H 0.11682 -0.09881 -5.01213 -0.16 0.82 0.00 0.08
H 0.77910 -1.06761 -6.34944 -0.14 -0.12 0.31 0.49
H 4.96324 1.81905 -0.59283 -0.08 0.25 0.19 -0.23
H 2.47626 -6.87395 -4.16755 -0.01 -0.84 -0.61 0.55
H 7.47949 -2.09104 -0.59329 -0.04 0.36 0.02 0.21
H 3.94160 3.74422 -3.01836 0.92 0.54 -0.59 -0.05
H -0.53186 -4.64947 -2.28651 -0.18 0.16 0.24 -0.04
H 2.64188 -3.51975 6.42309 -0.62 -0.28 -0.59 0.33
H 4.15373 9.28488 -2.54584 0.09 0.07 0.93 0.33
H -5.64776 -1.37795 -1.08567 -0.17 -0.47 0.19 0.23
H -3.28745 4.23876 -1.44575 -0.37 -0.10 0.05 0.77
H 8.73677 0.03568 -2.38513 0.37 -0.14 -0.45 0.40
H -9.18971 0.49830 -2.91648 0.34 -0.55 -0.10 0.27
H -5.50509 -0.00397 1.23953 -0.29 -0.50 0.37 0.60
H 4.92679 1.46793 3.57715 -0.26 -0.51 0.07 0.32
H 2.79325 1.35253 -2.65304 -0.57 -0.30 0.28 0.41
H -0.61191 6.37270 -2.16768 -0.17 0.11 0.43 0.40
H 9.16881 -1.71297 -0.75937 0.38 -0.30 0.03 0.49
H 5.61743 5.66085 -2.23501 -0.85 0.02 -0.41 0.28
H -5.88616 -5.35004 2.94503 0.14 -0.05 -0.26 0.38
H -3.93123 -0.03224 0.55361 -0.45 -0.62 0.85 -0.25
H 0.30609 1.77811 -2.85529 0.03 -0.49 0.41 0.30
H 0.91945 0.37846 3.03487 -0.93 1.10 0.63 -0.47
H 0.35250 -4.31384 7.13149 -0.23 0.20 0.41 0.36
H 5.34659 -1.16830 -4.37574 -0.07 0.28 0.23 -0.03
H 0.56593 0.02295 -2.63473 -0.44 0.11 0.66 -0.75
H 0.98248 6.24009 -1.36427 0.33 0.33 0.27 0.44
H -5.44096 3.88483 1.52247 -0.33 0.00 -1.00 0.06
H 1.84083 -7.43683 2.65921 0.38 -0.33 -0.47 0.42
H -5.81108 1.49629 6.42712 0.56 -0.25 -0.56 0.37
H -4.54075 -1.15717 -5.83838 0.52 0.40 0.40 0.30
H 0.46425 -7.73229 1.45903 0.78 0.39 0.33 0.33
H -1.35218 -4.17122 5.49641 0.23 0.14 0.00 0.18
H -4.76886 -0.38679 -2.19468 -0.21 0.06 -0.31 -0.12
H -2.80064 -0.36861 2.71278 -0.79 0.45 0.02 -0.43
H 4.20181 9.93319 -4.12908 0.04 -0.35 -0.43 0.38
H 5.41942 8.64318 -3.64809 -0.50 0.36 -0.06 0.30
H -2.33628 2.91357 -0.82405 0.09 -0.05 0.21 -0.67
H 7.23379 2.91322 -0.48732 -0.13 -0.06 0.51 0.26
H 0.47008 -5.72712 6.09852 0.10 0.12 -0.16 0.29
H -6.08689 0.31357 -1.24745 -0.28 0.17 -0.24 -0.50
H -6.86974 4.63658 0.78392 -0.95 0.39 -0.09 0.52
H -3.02934 3.71939 7.17659 -0.37 0.12 -0.31 0.41
H 2.73380 -4.89295 5.25400 -1.10 0.95 0.33 0.23
H 4.78287 -2.07279 -0.69338 0.49 0.50 -0.46 -0.23
H 2.48187 0.52051 -1.09533 0.00 -0.22 -0.21 -0.25
H -2.92858 1.47968 -2.89481 -0.07 -0.13 0.57 -0.21
H 0.68042 -6.20272 2.36967 -0.09 0.10 -0.35 -0.24
H 6.77588 -0.66551 -5.26467 0.40 -0.09 -0.17 0.47
H -4.14295 0.54568 -5.27115 -0.19 -0.76 0.06 0.27
H -6.26858 -3.86313 3.75533 -0.24 0.41 -0.23 0.40
H -2.30962 3.00782 -3.42051 0.01 0.42 -0.01 0.38
H 0.96423 5.24529 -3.68860 0.50 0.23 -0.33 0.52
H 4.01722 -5.21101 -3.59978 0.27 0.56 0.00 0.66
H -4.14885 -2.95481 3.50712 0.15 0.11 -0.01 -0.29
H -3.22560 -0.15547 -6.54841 -0.14 -0.28 0.00 0.45
H 2.15847 2.21709 -1.23581 -0.07 -0.37 -0.37 0.34
H 8.16936 -0.52818 -0.05687 -0.41 0.62 0.45 0.22
H 4.43793 -3.79785 -0.78138 0.29 -0.54 0.63 0.62
H 3.81814 4.63564 -4.54513 0.02 -0.04 -0.20 0.40
H -2.36383 2.11653 6.71889 0.09 0.18 -0.09 0.16
H 0.80630 -0.75419 0.73277 0.07 -0.19 0.24 -0.34
H 4.59213 2.56560 1.05565 0.36 -0.27 -1.04 0.31
H -0.05680 -4.53695 0.74270 0.30 -0.22 -0.09 -0.44
H -1.97182 -0.09054 -4.37656 -0.16 0.50 0.15 -0.15
H -1.31543 1.68486 3.19911 -0.63 -0.12 0.20 0.02
H -6.35270 1.14554 4.75120 -0.20 -0.16 -0.09 0.35
H 2.73350 -4.01094 2.49487 -0.41 -0.81 -0.51 -0.01
H 0.41357 -1.61719 -0.79674 -0.47 0.28 0.77 -0.41
H -0.83100 1.11592 4.87126 -0.67 -0.76 0.18 0.66
H 1.61177 -0.96272 -4.77022 0.47 -0.37 0.49 0.02
H 3.94558 -3.81178 3.76224 0.48 -0.29 0.60 0.64
```
Forces are in eV/Å.

Output
Charge: 0
Gap between HOMO and LUMO, eV: 10.43
Molar mass, Da: 1738.3
Highest occupied orbital energy, eV: -10.40

2.
Entry from the Open Molecules 2025 dataset: a single H2N2O3 molecule at a distorted geometry (wB97M-V/def2-TZVPD).

Geometry as XYZ:
```
7
Properties=species:S:1:pos:R:3:forces:R:3:nbo_charge:R:1
O -0.90020 1.40488 -0.00468 0.86 -1.30 0.05 -0.37
O -1.90591 -0.48223 -0.15408 0.73 -0.80 0.05 -0.38
O 1.36700 0.19518 -0.29098 -0.70 -0.70 -0.81 -0.53
N -0.89824 0.17955 -0.01706 -2.15 2.59 -0.05 0.60
N 0.28689 -0.49534 0.25705 0.90 0.44 0.02 -0.18
H 0.22392 -1.36121 -0.23678 -0.14 -0.77 -0.28 0.37
H 1.82654 0.55917 0.44653 0.49 0.54 1.02 0.48
```
Forces are in eV/Å.

Output
Charge: 0
Gap between HOMO and LUMO, eV: 11.53
Molar mass, Da: 78.0
Highest occupied orbital energy, eV: -11.35

3.
Entry from the Open Molecules 2025 dataset: a single C3H8N2O molecule at a distorted geometry (wB97M-V/def2-TZVPD).

Geometry as XYZ:
```
14
Properties=species:S:1:pos:R:3:forces:R:3:nbo_charge:R:1
O 0.32998 2.19322 -0.41410 -0.58 0.61 0.70 -0.48
N -0.23296 1.09423 -0.24094 2.21 -0.03 -2.27 0.34
N -1.44136 0.97586 0.00722 -0.12 0.47 0.53 -0.22
C 0.81870 0.01462 -0.67982 -1.37 -0.46 1.04 -0.26
C -2.00163 -0.33566 0.18671 0.10 -0.48 -0.01 -0.47
C 1.68196 -0.31911 0.51922 0.04 -0.07 -0.13 -0.62
H -2.94519 -0.20269 0.71517 0.08 -0.07 -0.07 0.22
H 2.42685 -1.06193 0.23320 0.01 0.00 0.03 0.22
H 1.40906 0.43980 -1.48883 -0.43 0.27 0.15 0.24
H -2.21432 -0.80483 -0.77887 -0.02 -0.04 0.02 0.20
H 0.24723 -0.83914 -1.03810 0.10 -0.18 -0.01 0.19
H 2.19941 0.57330 0.86306 0.00 0.04 0.02 0.23
H -1.36902 -1.00483 0.77715 -0.01 -0.02 -0.04 0.19
H 1.09126 -0.72284 1.33892 -0.02 -0.04 0.05 0.21
```
Forces are in eV/Å.

Output
Charge: 0
Gap between HOMO and LUMO, eV: 10.19
Molar mass, Da: 88.1
Highest occupied orbital energy, eV: -9.43